Entry 1:
Computed, not measured: a molecular structure, C22H45LaN2OP3Se at a distorted geometry, with ωB97M-V/def2-TZVPD.

- Strongest force on any atom: 5.984 eV Å⁻¹
- E_HOMO: -15.469 eV
- Relative energy (zero: lowest compared OMol25 entry of this formula, charge and spin): 11.6 kcal/mol
- Gap between HOMO and LUMO: 6.733 eV

Geometry as ORCA input:
```
! wB97M-V def2-TZVPD RIJCOSX def2/J DEFGRID3
* xyz 3 1
La -1.778 2.019 -1.927
P 2.073 -1.288 1.239
P 0.687 2.449 -0.447
P -1.813 -1.902 -0.711
H -1.104 2.809 -5.839
C -2.017 2.257 -5.537
C -2.738 2.520 -4.408
H -2.591 3.442 -3.788
C 3.591 -2.222 1.352
C 2.359 0.255 2.110
C 0.849 -2.233 2.154
C -0.044 3.672 -1.723
C 1.160 3.609 0.891
C 2.379 2.021 -1.039
C -3.108 -2.221 -1.967
C -2.391 -3.088 0.552
C -0.375 -2.824 -1.394
H -2.359 1.525 -6.330
H -3.727 2.044 -4.322
H 3.751 -2.468 2.408
H 4.447 -1.653 0.974
H 3.500 -3.146 0.774
H 2.842 0.004 3.062
H 1.408 0.746 2.352
H 3.001 0.929 1.531
H 1.407 -2.866 2.854
H 0.213 -2.868 1.525
H 0.206 -1.542 2.710
H 0.616 4.533 -1.780
H -1.026 4.098 -1.335
H -0.138 3.274 -2.794
H 1.934 4.315 0.551
H 1.561 2.999 1.713
H 0.277 4.134 1.278
H 3.117 2.819 -0.861
H 2.352 1.832 -2.111
H 2.708 1.110 -0.513
H -3.300 -3.299 -2.051
H -2.813 -1.776 -2.924
H -4.017 -1.690 -1.660
H -3.026 -3.848 0.090
H -2.977 -2.617 1.341
H -1.560 -3.581 1.055
H -0.705 -3.722 -1.923
H 0.352 -3.131 -0.634
H 0.151 -2.170 -2.097
C -0.264 -0.068 -3.554
C 0.858 -0.458 -4.321
C 0.649 -1.070 -5.549
C -0.625 -1.337 -6.029
C -1.726 -0.781 -5.373
C -1.565 -0.135 -4.156
O -0.068 0.334 -2.267
H 1.672 -1.102 -0.147
H 1.816 -0.321 -3.825
H 1.537 -1.347 -6.112
H -0.767 -1.854 -6.995
H -2.717 -0.878 -5.849
H -2.480 0.359 -3.717
C -0.422 1.680 4.441
N -1.344 0.674 3.956
C -1.655 -0.460 4.693
C -2.712 -1.057 4.093
N -3.031 -0.274 2.975
C -4.175 -0.455 2.097
C -2.100 0.725 2.800
Se -1.944 1.954 1.307
H -0.612 1.849 5.513
H -0.541 2.611 3.871
H 0.612 1.331 4.344
H -1.137 -0.705 5.606
H -3.251 -1.972 4.349
H -3.898 -1.042 1.207
H -4.987 -0.938 2.655
H -4.507 0.523 1.723
*
```

***

Entry 2:
Computed, not measured: 2 unconnected molecules or ions with the total composition C22H45N2O4P at a distorted geometry, with ωB97M-V/def2-TZVPD.

- Strongest force on any atom: 4.550 eV Å⁻¹
- E_HOMO: -5.924 eV
- Relative energy (zero: lowest compared OMol25 entry of this formula, charge and spin): 40.6 kcal/mol
- Gap between HOMO and LUMO: 2.749 eV

Geometry as ORCA input:
```
! wB97M-V def2-TZVPD RIJCOSX def2/J DEFGRID3
* xyz 0 1
C 6.566 1.965 0.901
C 5.841 3.289 1.327
C 4.258 3.211 1.395
C 3.632 1.855 0.923
C 3.662 0.805 2.107
C 3.271 -0.654 1.670
C 4.133 -1.177 0.456
C 3.770 -2.678 0.090
C 2.880 -2.687 -1.226
C 1.374 -2.568 -0.788
C 0.505 -1.673 -1.734
C 0.876 -0.150 -1.681
C -0.142 0.626 -2.625
C -1.045 1.659 -1.853
C -2.595 1.350 -2.019
C -3.322 1.638 -0.637
C -4.817 2.039 -0.853
C -5.618 2.220 0.478
C -5.495 1.006 1.457
C -4.279 0.894 2.395
N -3.892 -0.354 2.513
C -4.718 -1.237 1.667
P -5.655 -2.683 2.410
O -6.317 -3.410 1.236
C -5.839 -0.441 0.876
H 7.655 2.185 0.750
H 6.217 1.577 -0.087
H 6.500 1.162 1.665
H 6.215 3.549 2.344
H 6.133 4.085 0.608
H 3.857 4.012 0.727
H 3.950 3.420 2.442
H 4.081 1.465 -0.013
H 2.542 2.002 0.700
H 2.885 1.168 2.834
H 4.626 0.799 2.660
H 3.478 -1.318 2.550
H 2.178 -0.671 1.464
H 3.913 -0.572 -0.459
H 5.201 -1.022 0.730
H 4.727 -3.229 -0.037
H 3.201 -3.096 0.954
H 3.050 -3.676 -1.712
H 3.208 -1.916 -1.955
H 0.938 -3.598 -0.863
H 1.301 -2.276 0.285
H -0.550 -1.755 -1.363
H 0.546 -2.004 -2.797
H 1.895 0.069 -2.069
H 0.782 0.296 -0.662
H -0.832 -0.140 -3.061
H 0.394 1.085 -3.482
H -0.886 2.663 -2.318
H -0.840 1.646 -0.760
H -2.753 0.263 -2.239
H -3.048 1.923 -2.859
H -2.795 2.511 -0.188
H -3.218 0.695 -0.047
H -5.368 1.323 -1.516
H -4.818 3.012 -1.403
H -6.701 2.288 0.199
H -5.392 3.208 0.952
H -6.331 1.197 2.191
H -3.768 1.725 2.928
H -3.095 -0.646 3.077
H -4.037 -1.677 0.903
H -4.800 -3.634 3.047
H -6.718 -2.264 3.276
H -6.847 -0.628 1.296
H -5.710 -0.481 -0.219
N 0.501 -4.397 -4.244
O -0.458 -4.469 -5.038
O 1.442 -3.601 -4.468
O 0.518 -5.108 -3.215
*
```

***

Entry 3:
Computed, not measured: a molecular structure, C22H45N2OOsP3Se at a distorted geometry, with ωB97M-V/def2-TZVPD.

- Strongest force on any atom: 7.806 eV Å⁻¹
- E_HOMO (alpha / beta): -18.743 / -19.586 eV
- Relative energy (zero: lowest compared OMol25 entry of this formula, charge and spin): 129.9 kcal/mol
- Gap between HOMO and LUMO (alpha / beta): 5.728 / 4.911 eV

Geometry as ORCA input:
```
! wB97M-V def2-TZVPD RIJCOSX def2/J DEFGRID3
* xyz 4 5
Os -0.239 -0.269 -0.289
P 0.268 -2.201 -0.913
P 2.089 0.195 0.702
P -2.430 0.406 -0.382
H 1.931 2.541 -0.874
C 0.899 2.949 -0.878
C 0.180 3.068 0.261
H 0.599 2.896 1.264
C 1.307 -2.119 -2.354
C 0.960 -3.298 0.276
C -1.336 -2.811 -1.417
C 2.760 1.668 1.605
C 2.548 -1.037 1.998
C 3.467 -0.050 -0.493
C -3.130 2.019 0.155
C -3.427 -0.745 0.631
C -3.244 0.265 -2.048
H 0.410 2.844 -1.869
H -0.922 3.102 0.270
H 0.724 -1.723 -3.185
H 1.569 -3.161 -2.487
H 2.211 -1.501 -2.229
H 0.796 -4.276 -0.168
H 0.444 -3.231 1.245
H 2.029 -3.119 0.417
H -1.084 -3.746 -1.917
H -1.830 -2.113 -2.111
H -1.961 -2.980 -0.531
H 3.802 1.478 1.910
H 2.200 1.878 2.528
H 2.768 2.578 0.999
H 3.320 -1.722 1.630
H 1.682 -1.628 2.310
H 2.942 -0.555 2.898
H 4.413 0.332 -0.082
H 3.259 0.489 -1.423
H 3.595 -1.113 -0.711
H -4.232 1.966 0.152
H -2.838 2.825 -0.533
H -2.809 2.279 1.169
H -4.479 -0.444 0.613
H -3.086 -0.735 1.672
H -3.353 -1.765 0.246
H -4.292 0.591 -1.950
H -3.214 -0.795 -2.373
H -2.721 0.880 -2.791
C -0.246 0.935 -3.888
C 0.538 0.428 -4.961
C 0.392 0.924 -6.273
C -0.462 1.998 -6.548
C -1.102 2.584 -5.472
C -0.972 2.107 -4.172
O -0.402 0.266 -2.710
H 0.146 0.795 -1.539
H 1.272 -0.337 -4.769
H 0.961 0.471 -7.086
H -0.583 2.377 -7.583
H -1.734 3.460 -5.694
H -1.446 2.653 -3.355
C 0.664 1.856 4.881
N 0.416 0.448 4.884
C 0.702 -0.406 5.924
C 0.316 -1.647 5.617
N -0.221 -1.554 4.326
C -0.812 -2.700 3.602
C -0.123 -0.274 3.863
Se -0.571 0.457 2.067
H 0.100 2.313 4.087
H 1.718 2.077 4.749
H 0.354 2.268 5.832
H 1.131 -0.061 6.848
H 0.310 -2.584 6.147
H -0.020 -3.429 3.298
H -1.526 -3.224 4.279
H -1.345 -2.312 2.704
*
```

***

Entry 4:
Computed, not measured: 4 unconnected molecules or ions with the total composition C22H45N4O3 at a distorted geometry, with ωB97M-V/def2-TZVPD.

- Strongest force on any atom: 4.288 eV Å⁻¹
- E_HOMO: -10.926 eV
- Relative energy (zero: lowest compared OMol25 entry of this formula, charge and spin): 55.3 kcal/mol
- Gap between HOMO and LUMO: 6.665 eV

Geometry as ORCA input:
```
! wB97M-V def2-TZVPD RIJCOSX def2/J DEFGRID3
* xyz 1 1
C -2.771 0.127 0.574
C -3.407 -0.677 -0.126
C -3.724 -1.939 -1.007
C -2.556 -2.190 -2.090
C -1.173 -1.568 -1.661
C 0.080 -2.240 -2.355
C 1.352 -1.469 -2.260
C 2.642 -2.038 -2.856
C 2.514 -3.378 -3.516
C 1.195 -4.033 -3.542
N 0.061 -3.468 -2.981
H -2.091 0.842 1.098
H -3.701 -2.845 -0.329
H -4.724 -1.781 -1.490
H -2.939 -1.729 -3.049
H -2.542 -3.304 -2.260
H -1.136 -0.483 -1.976
H -0.964 -1.636 -0.551
H 1.366 -0.479 -1.737
H 3.597 -1.462 -2.760
H 3.432 -3.841 -3.949
H 1.113 -5.041 -4.016
H -0.808 -4.009 -3.028
C -0.937 -6.296 1.584
C 0.435 -5.678 1.837
C 0.392 -4.416 2.719
O -0.066 -3.251 2.045
C -1.475 -3.150 1.929
N 1.085 -5.412 0.547
H -1.514 -5.747 0.838
H -0.827 -7.316 1.209
H -1.524 -6.342 2.504
H 1.031 -6.426 2.371
H 1.416 -4.189 3.033
H -0.182 -4.584 3.638
H -1.990 -3.561 2.801
H -1.810 -3.647 1.014
H -1.740 -2.098 1.836
H 2.038 -5.098 0.719
H 0.630 -4.593 0.145
C 3.839 2.583 -1.373
C 3.250 1.705 -0.272
C 3.034 2.450 1.059
O 4.221 2.674 1.803
C 4.988 3.787 1.373
N 4.099 0.520 -0.099
H 4.908 2.753 -1.248
H 3.708 2.106 -2.348
H 3.340 3.555 -1.410
H 2.266 1.370 -0.622
H 2.405 1.821 1.697
H 2.486 3.388 0.912
H 4.360 4.606 1.012
H 5.697 3.482 0.601
H 5.565 4.145 2.227
H 3.648 -0.111 0.561
H 4.942 0.818 0.390
C -3.635 6.582 0.520
C -3.831 5.124 0.926
C -2.591 4.495 1.588
O -1.547 4.153 0.675
C -0.722 5.241 0.291
N -4.266 4.357 -0.248
H -3.046 6.688 -0.392
H -4.601 7.053 0.328
H -3.142 7.148 1.314
H -4.639 5.102 1.665
H -2.899 3.549 2.046
H -2.205 5.121 2.400
H -0.581 5.958 1.105
H -1.137 5.740 -0.586
H 0.254 4.838 0.011
H -4.497 3.410 0.046
H -3.451 4.232 -0.847
*
```

***

Entry 5:
Computed, not measured: a molecular structure, C22H45N5O10P2S5W at a distorted geometry, with ωB97M-V/def2-TZVPD.

- Strongest force on any atom: 1.153 eV Å⁻¹
- E_HOMO (alpha / beta): -13.147 / -13.151 eV
- Relative energy (zero: lowest compared OMol25 entry of this formula, charge and spin): 48.4 kcal/mol
- Gap between HOMO and LUMO (alpha / beta): 7.148 / 7.336 eV

Geometry as ORCA input:
```
! wB97M-V def2-TZVPD RIJCOSX def2/J DEFGRID3
* xyz 2 3
W 0.159 -0.553 0.113
C -2.246 1.801 3.071
C -1.375 2.492 2.026
S 0.188 1.762 1.429
C 1.366 2.053 2.771
C 1.301 1.210 4.049
S 0.150 -0.170 3.915
C -0.606 -0.214 5.555
C -1.904 0.600 5.607
S -1.836 2.219 4.794
H -2.204 0.723 2.957
H -3.270 2.138 2.888
H -1.077 3.485 2.370
H -1.948 2.632 1.111
H 1.237 3.112 2.997
H 2.333 1.955 2.286
H 0.975 1.833 4.876
H 2.293 0.820 4.273
H 0.121 0.142 6.284
H -0.805 -1.261 5.785
H -2.189 0.800 6.640
H -2.729 0.037 5.166
C -1.565 4.089 -1.106
N -2.591 3.045 -1.195
C -3.954 3.549 -1.369
P -2.103 1.573 -1.685
O -1.220 0.956 -0.612
O -1.257 1.886 -3.019
P -0.392 0.639 -3.662
O -0.516 -0.441 -2.656
N -1.081 0.314 -5.093
C -1.035 -1.044 -5.635
C -1.569 1.346 -6.001
N 1.102 1.258 -3.882
C 1.577 1.692 -5.196
C 1.713 1.981 -2.769
N -3.392 0.679 -2.087
C -3.574 -0.696 -1.632
C -4.092 0.982 -3.339
H -1.831 4.781 -0.307
H -1.480 4.646 -2.041
H -0.597 3.648 -0.868
H -4.168 4.252 -0.564
H -4.669 2.733 -1.311
H -4.074 4.074 -2.321
H -0.581 -1.720 -4.913
H -0.449 -1.066 -6.557
H -2.046 -1.392 -5.858
H -1.606 2.312 -5.501
H -2.576 1.092 -6.338
H -0.928 1.436 -6.880
H 1.242 1.003 -5.966
H 2.667 1.680 -5.187
H 1.248 2.705 -5.445
H 1.391 1.561 -1.819
H 1.449 3.043 -2.794
H 2.797 1.888 -2.826
H -3.011 -0.858 -0.721
H -3.230 -1.402 -2.391
H -4.632 -0.867 -1.432
H -3.878 1.997 -3.668
H -5.168 0.890 -3.187
H -3.781 0.289 -4.125
O 3.045 -1.481 2.720
S 2.384 -1.489 1.474
O 2.075 -0.105 0.928
O 0.988 -2.040 1.391
C 3.250 -2.545 0.351
C 4.444 -3.058 0.817
C 5.091 -4.077 0.117
C 4.523 -4.594 -1.028
C 3.329 -4.063 -1.517
C 2.688 -3.046 -0.841
S 1.362 -2.241 -1.693
O 1.681 -0.803 -1.389
O 1.349 -2.678 -3.036
O 0.051 -2.386 -0.945
H 4.851 -2.687 1.747
H 6.028 -4.468 0.488
H 5.012 -5.395 -1.566
H 2.912 -4.410 -2.452
C -1.686 -3.404 1.580
C -2.182 -1.998 1.636
N -3.313 -1.779 2.283
O -1.643 -0.995 1.078
H -2.350 -3.981 0.934
H -1.729 -3.841 2.578
H -0.678 -3.467 1.195
H -3.786 -2.525 2.767
H -3.683 -0.841 2.345
*
```

***

Entry 6:
Computed, not measured: a molecular structure, C22H46AsN6O4PbS2Si, with ωB97M-V/def2-TZVPD.

- Strongest force on any atom: 0.567 eV Å⁻¹
- E_HOMO: -16.314 eV
- Relative energy (zero: lowest compared OMol25 entry of this formula, charge and spin): 0.0 kcal/mol
- Gap between HOMO and LUMO: 8.708 eV

Geometry as ORCA input:
```
! wB97M-V def2-TZVPD RIJCOSX def2/J DEFGRID3
* xyz 3 1
Pb -1.895 0.455 0.979
N -1.435 1.797 5.238
C -0.503 0.796 5.385
C -0.400 0.201 4.168
N -1.252 0.829 3.286
C -1.864 1.785 3.966
C -2.866 2.615 3.314
N -3.148 2.430 2.036
C -4.130 3.336 1.718
C -4.436 4.072 2.822
N -3.624 3.602 3.825
H -1.725 2.424 5.973
H -0.006 0.611 6.321
H 0.229 -0.621 3.880
H -4.549 3.411 0.732
H -5.139 4.869 2.983
H -3.620 3.953 4.770
C -1.673 -0.920 -3.134
C -0.282 -0.334 -3.292
C -0.333 1.073 -3.859
C 0.605 -1.247 -4.117
O 0.241 -0.251 -1.905
Si 1.694 0.103 -1.314
S 1.284 1.543 0.397
O 2.367 -0.994 -0.364
C 1.979 -2.283 0.222
C 2.077 -3.343 -0.859
C 2.972 -2.523 1.343
C 0.560 -2.174 0.759
O 2.699 0.852 -2.326
C 4.193 0.691 -2.506
C 4.471 -0.725 -2.965
C 4.862 1.018 -1.186
C 4.551 1.692 -3.587
H -2.129 -1.085 -4.110
H -2.315 -0.238 -2.573
H -1.622 -1.878 -2.618
H -0.795 1.058 -4.846
H 0.671 1.485 -3.967
H -0.929 1.722 -3.216
H 0.214 -1.324 -5.131
H 0.634 -2.250 -3.693
H 1.616 -0.853 -4.187
H 3.084 -3.376 -1.271
H 1.367 -3.143 -1.661
H 1.855 -4.326 -0.445
H 3.984 -2.588 0.946
H 2.749 -3.459 1.853
H 2.936 -1.708 2.065
H -0.150 -2.012 -0.052
H 0.516 -1.349 1.475
H 0.284 -3.090 1.280
H 4.149 -1.451 -2.223
H 5.545 -0.851 -3.103
H 3.987 -0.931 -3.918
H 4.621 0.282 -0.421
H 4.574 2.009 -0.833
H 5.942 1.019 -1.327
H 3.949 1.530 -4.480
H 5.599 1.573 -3.860
H 4.426 2.718 -3.238
N 2.063 3.578 -2.196
C 1.244 4.181 -1.372
N 0.900 5.449 -1.548
S 0.481 3.416 -0.002
H 2.472 4.088 -2.968
H 2.344 2.598 -2.096
H 1.288 6.004 -2.297
H 0.294 5.922 -0.897
C -5.516 -2.438 1.418
As -3.819 -2.600 2.279
C -3.051 -4.299 1.876
C -4.054 -2.432 4.167
O -2.762 -1.391 1.730
H -6.200 -3.157 1.868
H -5.409 -2.650 0.356
H -5.900 -1.430 1.564
H -3.716 -5.083 2.239
H -2.084 -4.380 2.371
H -2.929 -4.389 0.798
H -4.646 -3.274 4.523
H -4.578 -1.502 4.383
H -3.080 -2.436 4.652
*
```

***

| no. | E (eV) |
| --- | --- |
| 1 | -122617.22799 |
| 2 | -43994.02106 |
| 3 | -124205.25656 |
| 4 | -35635.11362 |
| 5 | -126041.82445 |
| 6 | -136310.19589 |